1:
23
Properties=species:S:1:pos:R:3 method="wB97M-V/def2-TZVPD" e_homo_ev=-9.03 lumo_energy_ev=1.0 smiles=Cc1ccccc1.CC
C 2.26401 -0.24748 -2.11852
C 1.72010 0.55618 -0.93934
C 0.99329 1.72401 -0.98822
C 0.48083 2.19022 0.23332
C 0.55926 1.48484 1.40573
C 1.27883 0.30116 1.46119
C 1.83521 -0.17652 0.28442
H 2.40981 -1.25488 -1.82336
H 3.28895 0.03662 -2.37418
H 1.56064 -0.09574 -2.92628
H 0.83698 2.14867 -1.97531
H -0.15534 3.08483 0.15947
H -0.06798 1.76907 2.21943
H 1.21963 -0.40451 2.29222
H 2.41956 -1.08310 0.26162
C -3.05805 -1.38244 1.21297
C -2.13110 -1.12764 0.02462
H -4.09907 -1.57945 0.97563
H -2.66086 -2.24845 1.74615
H -3.08907 -0.50618 1.88894
H -2.54898 -0.39419 -0.67719
H -1.12735 -0.82624 0.29146
H -1.92929 -1.96877 -0.63474

---

2:
23
Properties=species:S:1:pos:R:3 method="wB97M-V/def2-TZVPD" e_homo_ev=-9.03 lumo_energy_ev=1.0 smiles=Cc1ccccc1.CC
C -0.14950 -3.07445 -0.44480
C 0.29673 -1.75129 -1.09180
C -0.43758 -1.17820 -2.11252
C -0.12218 0.07928 -2.60648
C 0.95189 0.80950 -2.03206
C 1.59025 0.20345 -0.96774
C 1.36217 -1.05789 -0.48749
H 0.74534 -3.68753 -0.33557
H -0.77691 -3.56580 -1.18408
H -0.60951 -2.90007 0.52001
H -1.32411 -1.67141 -2.49799
H -0.44993 0.50108 -3.54947
H 1.00479 1.80728 -2.43965
H 2.35081 0.79214 -0.44505
H 2.07766 -1.58380 0.12600
C -0.78572 2.19835 3.16275
C -0.86039 1.85241 1.68074
H -1.70652 2.72192 3.42737
H -0.65187 1.40381 3.89896
H 0.04891 2.85822 3.42495
H -0.03620 2.28924 1.11608
H -1.81952 2.17027 1.28841
H -0.69862 0.78352 1.54942

---

3:
23
Properties=species:S:1:pos:R:3 method="wB97M-V/def2-TZVPD" e_homo_ev=-8.99 lumo_energy_ev=0.9 smiles=Cc1ccccc1.CC
C 1.06543 1.58171 0.75793
C -0.34819 1.51331 0.23468
C -1.30041 0.77132 0.97311
C -2.62511 0.79079 0.63359
C -3.05768 1.57818 -0.46247
C -2.06489 2.10806 -1.26741
C -0.72552 2.19381 -0.90372
H 1.56934 0.60929 0.71770
H 1.27560 1.82774 1.78273
H 1.57532 2.26529 0.09712
H -0.94299 0.31717 1.87911
H -3.45332 0.25397 1.03099
H -4.03590 1.67888 -0.91376
H -2.48283 2.53549 -2.18738
H -0.04707 2.72791 -1.56270
C 2.26303 -2.69089 -0.78833
C 1.69311 -3.06058 0.59424
H 2.16466 -3.44890 -1.56132
H 1.85457 -1.70377 -1.09190
H 3.29287 -2.32237 -0.67526
H 0.63022 -2.79115 0.69568
H 2.22329 -2.60464 1.42329
H 1.47646 -4.13063 0.59408

---

Energies relative to the minimum, kcal/mol: 1 0.0; 2 5.1; 3 11.1

---

1:
23
Properties=species:S:1:pos:R:3 method="wB97M-V/def2-TZVPD" e_homo_ev=-9.05 lumo_energy_ev=1.0 smiles=Cc1ccccc1.CC
C 0.37923 -1.34487 1.74128
C -0.33409 -0.02112 1.71965
C 0.28907 1.14359 2.17355
C -0.27557 2.39139 1.98643
C -1.54751 2.49192 1.42420
C -2.22135 1.34674 1.03981
C -1.59083 0.10816 1.14953
H 0.43151 -1.76401 0.73227
H -0.11431 -2.07119 2.38884
H 1.41764 -1.21372 2.03782
H 1.26756 1.08864 2.63532
H 0.23310 3.30438 2.26413
H -2.00370 3.46676 1.30222
H -3.20930 1.40824 0.60262
H -2.08794 -0.73788 0.68572
C 1.52936 -0.57188 -3.25958
C 0.81383 -1.79043 -2.69880
H 0.91726 0.32988 -3.25321
H 2.45208 -0.35296 -2.72289
H 1.77875 -0.73549 -4.31033
H 1.10673 -2.73215 -3.17936
H -0.27185 -1.84021 -2.81738
H 1.04031 -1.90379 -1.64183

---

2:
23
Properties=species:S:1:pos:R:3 method="wB97M-V/def2-TZVPD" e_homo_ev=-9.00 lumo_energy_ev=1.0 smiles=Cc1ccccc1.CC
C 2.00919 -0.25647 0.76644
C 0.86566 0.48467 1.55538
C -0.08770 -0.29789 2.21180
C -1.35638 0.11724 2.43313
C -1.78284 1.38303 2.01106
C -0.82955 2.27326 1.47123
C 0.45262 1.77561 1.25591
H 1.55963 -1.22812 0.65540
H 3.00314 -0.09647 1.10751
H 2.14066 0.20219 -0.25190
H 0.31992 -1.31384 2.57856
H -2.07971 -0.56110 2.84752
H -2.78112 1.79332 2.11557
H -1.20696 3.26618 1.21087
H 1.15195 2.29688 0.57602
C 0.32033 -1.53458 -2.31659
C -0.65832 -0.90463 -3.28529
H 0.93355 -2.35965 -2.85044
H 0.91807 -0.70039 -1.85724
H -0.08950 -2.18994 -1.53201
H -1.42501 -0.21883 -2.94468
H -1.31128 -1.65866 -3.80261
H -0.06635 -0.27181 -3.95564

---

3:
23
Properties=species:S:1:pos:R:3 method="wB97M-V/def2-TZVPD" e_homo_ev=-9.03 lumo_energy_ev=1.0 smiles=Cc1ccccc1.CC
C -0.73946 1.73409 -2.37610
C -1.29900 0.88214 -1.23512
C -0.61480 0.85129 0.03347
C -1.18148 0.11702 1.05338
C -2.40687 -0.55439 0.86023
C -3.00765 -0.54863 -0.39376
C -2.49811 0.25253 -1.47005
H -0.15597 2.59685 -1.93551
H -1.62912 2.16051 -2.94304
H -0.06331 1.29113 -3.06356
H 0.45266 1.26665 0.17279
H -0.73843 0.04429 2.03946
H -3.03147 -1.02037 1.66981
H -4.06373 -1.14095 -0.49422
H -2.93293 0.33345 -2.46317
C 2.61843 -0.40667 1.27205
C 3.28539 -1.70820 1.49363
H 1.54824 -0.29612 0.98035
H 2.77646 0.33958 2.12685
H 3.09513 0.04666 0.28070
H 3.30304 -2.35047 0.55729
H 4.34764 -1.52995 1.44209
H 2.93533 -2.36045 2.39242

---

4:
23
Properties=species:S:1:pos:R:3 method="wB97M-V/def2-TZVPD" e_homo_ev=-9.04 lumo_energy_ev=1.0 smiles=Cc1ccccc1.CC
C -2.31684 1.30253 2.37077
C -1.80892 0.84644 1.03492
C -1.05368 1.66463 0.21696
C -0.42853 1.22056 -0.95357
C -0.56442 -0.12093 -1.25756
C -1.40566 -0.95438 -0.52212
C -1.97159 -0.49159 0.64862
H -1.51424 1.47641 3.09020
H -3.00550 0.56770 2.78312
H -2.86913 2.23746 2.28957
H -0.80776 2.65503 0.59705
H -0.11050 1.91861 -1.71037
H -0.00979 -0.60088 -2.04714
H -1.41685 -1.99668 -0.81378
H -2.38227 -1.18887 1.37248
C 2.49594 -1.45350 -0.23083
C 2.83126 -0.65647 -1.53928
H 2.30529 -2.48651 -0.50418
H 3.40895 -1.45516 0.35285
H 1.68839 -0.93869 0.28175
H 3.26849 -1.36619 -2.24337
H 1.96658 -0.14414 -1.90130
H 3.70077 -0.03539 -1.31480

---

Energies relative to the minimum, kcal/mol: 1 0.0; 2 27.7; 3 30.3; 4 11.1

---

1:
23
Properties=species:S:1:pos:R:3 method="wB97M-V/def2-TZVPD" e_homo_ev=-9.11 lumo_energy_ev=1.0 smiles=Cc1ccccc1.CC
C -0.95370 3.78214 -0.50836
C -0.16426 2.56178 -0.41633
C -0.28704 1.84405 0.75766
C 0.45357 0.69561 0.86730
C 1.27015 0.26647 -0.17956
C 1.35016 0.91367 -1.38782
C 0.67323 2.14493 -1.35247
H -0.56242 4.49079 -1.31450
H -0.83491 4.49340 0.34427
H -2.05418 3.63403 -0.60286
H -0.84666 2.10752 1.64427
H 0.52609 0.11629 1.71824
H 1.83943 -0.68461 -0.05458
H 2.24263 0.79678 -2.06609
H 0.95117 2.78509 -2.18483
C -0.74022 -4.42232 0.40623
C -0.13852 -3.04043 0.81639
H -1.75409 -4.62331 0.62418
H -0.51259 -4.39866 -0.71562
H -0.30481 -5.37284 0.77637
H 0.48591 -3.09390 1.70755
H 0.43035 -2.54842 -0.02768
H -1.06931 -2.44804 1.14822

---

2:
23
Properties=species:S:1:pos:R:3 method="wB97M-V/def2-TZVPD" e_homo_ev=-9.12 lumo_energy_ev=1.0 smiles=Cc1ccccc1.CC
C 0.81853 2.19598 -1.44932
C 0.92916 1.32167 -0.20600
C 1.94774 0.40122 -0.13743
C 1.98839 -0.48597 0.95856
C 1.06918 -0.34378 1.97680
C 0.11049 0.67041 1.97630
C 0.06521 1.52181 0.87627
H 0.37412 3.13800 -1.13761
H 0.12925 1.76499 -2.17451
H 1.80964 2.40235 -1.83758
H 2.75216 0.28072 -0.84989
H 2.76678 -1.23394 1.02655
H 1.18761 -1.04301 2.79837
H -0.47034 0.76439 2.88294
H -0.69298 2.28595 0.88249
C -1.71972 -1.57868 0.04115
C -2.03554 -1.80279 -1.47654
H -1.14986 -2.38349 0.51319
H -1.05279 -0.72534 0.03197
H -2.56742 -1.51782 0.72280
H -1.43837 -1.10801 -2.05069
H -3.10863 -1.71938 -1.61420
H -1.71262 -2.80529 -1.75363

---

Energies relative to the minimum, kcal/mol: 1 23.7; 2 0.0

---

1:
23
Properties=species:S:1:pos:R:3 method="wB97M-V/def2-TZVPD" e_homo_ev=-9.19 lumo_energy_ev=1.0 smiles=Cc1ccccc1.CC
C -2.12209 3.17668 -0.26246
C -1.17940 2.02155 -0.01999
C -1.63271 0.73402 -0.17017
C -0.69817 -0.30823 0.07548
C 0.49826 -0.06901 0.61567
C 0.84844 1.25127 0.98644
C 0.04720 2.29697 0.58745
H -3.15432 2.93817 -0.62296
H -1.74378 3.82765 -1.07601
H -2.35417 3.76777 0.67678
H -2.62237 0.60055 -0.56952
H -0.89484 -1.31628 -0.35486
H 1.33326 -0.87640 0.72507
H 1.98724 1.33418 1.04280
H 0.49932 3.26729 0.78082
C 2.38082 -3.38869 -0.46052
C 1.22691 -4.15355 -0.86026
H 2.97020 -2.86229 -1.10968
H 2.10545 -2.55252 0.15869
H 2.96297 -4.13630 0.14151
H 0.35239 -3.69900 -1.20475
H 1.49079 -4.90034 -1.58296
H 0.85229 -4.75855 0.04529

---

2:
23
Properties=species:S:1:pos:R:3 method="wB97M-V/def2-TZVPD" e_homo_ev=-8.85 lumo_energy_ev=1.0 smiles=Cc1ccccc1.CC
C -1.32991 -1.59534 0.03891
C -0.97373 -0.37946 -0.73049
C -1.47962 0.85819 -0.32725
C -0.90971 1.96994 -0.94368
C 0.07934 1.85251 -1.93296
C 0.35768 0.57715 -2.44895
C -0.30482 -0.52442 -1.96208
H -2.36173 -1.57582 0.40750
H -0.66049 -1.81338 0.86938
H -1.32484 -2.57277 -0.46385
H -2.30920 1.00516 0.34714
H -1.13912 3.00538 -0.76090
H 0.68584 2.72975 -2.10726
H 0.96167 0.38064 -3.32976
H -0.40075 -1.49891 -2.40751
C 2.04126 -0.64175 1.72607
C 0.76576 0.03457 2.24782
H 2.45913 -1.32819 2.45454
H 1.84647 -1.23649 0.82829
H 2.70048 0.15552 1.38652
H 0.43805 -0.39387 3.19593
H -0.08334 -0.11223 1.57327
H 0.94156 1.10380 2.33934

---

Energies relative to the minimum, kcal/mol: 1 12.4; 2 0.0

---

1:
23
Properties=species:S:1:pos:R:3 method="wB97M-V/def2-TZVPD" e_homo_ev=-8.99 lumo_energy_ev=1.0 smiles=Cc1ccccc1.CC
C -1.47368 1.15318 2.11175
C -0.44292 1.24111 0.97846
C 0.90473 0.98670 1.13608
C 1.76963 0.96353 0.05678
C 1.19448 1.17391 -1.19553
C -0.07930 1.67421 -1.35510
C -0.92692 1.72358 -0.22869
H -1.26777 0.18947 2.57395
H -2.45888 1.24130 1.67444
H -1.25217 1.95860 2.81069
H 1.25061 0.77040 2.13191
H 2.84088 0.90474 0.18064
H 1.77956 1.12731 -2.10937
H -0.56090 2.08405 -2.22594
H -1.90775 2.16833 -0.30758
C -0.04059 -3.93129 -1.38352
C -0.43081 -3.13613 -0.14271
H 0.75837 -4.57918 -1.10406
H -0.83868 -4.59258 -1.72224
H 0.33509 -3.31822 -2.19404
H 0.44682 -2.63640 0.26267
H -0.86920 -3.63067 0.72832
H -1.23116 -2.45847 -0.44176

---

2:
23
Properties=species:S:1:pos:R:3 method="wB97M-V/def2-TZVPD" e_homo_ev=-8.82 lumo_energy_ev=1.0 smiles=Cc1ccccc1.CC
C 0.48572 3.58613 0.07051
C 0.39430 2.19953 0.37456
C 0.91346 1.84049 1.58457
C 0.98564 0.45208 1.78626
C 0.43414 -0.41072 0.81409
C -0.18862 -0.05685 -0.35601
C -0.30248 1.36183 -0.52453
H 1.24448 4.15430 0.73809
H -0.50069 4.13562 0.10116
H 0.89830 3.78196 -0.95080
H 1.31384 2.43757 2.43736
H 1.48095 0.06534 2.68711
H 0.45372 -1.52694 1.02427
H -0.63041 -0.78221 -1.11482
H -0.67953 1.81162 -1.43582
C -0.51479 -3.57013 -1.00748
C -1.66138 -3.99979 -1.89939
H 0.39942 -4.13429 -1.09615
H -0.22571 -2.42441 -1.07437
H -0.85286 -3.58396 0.04503
H -2.46160 -3.15342 -2.03047
H -2.27103 -4.76804 -1.50103
H -1.44480 -4.42852 -2.88497

---

3:
23
Properties=species:S:1:pos:R:3 method="wB97M-V/def2-TZVPD" e_homo_ev=-8.90 lumo_energy_ev=1.0 smiles=Cc1ccccc1.CC
C 1.38486 1.73275 0.43961
C -0.02490 1.36972 0.01987
C -0.88510 2.51365 -0.20864
C -2.20937 2.20089 -0.35215
C -2.77937 0.92162 -0.07821
C -1.93681 -0.15817 -0.11475
C -0.54247 0.11561 -0.08158
H 2.01769 1.77111 -0.44066
H 1.61987 1.01097 1.21414
H 1.41847 2.75180 0.79444
H -0.54753 3.52110 -0.40994
H -2.94850 2.99085 -0.43467
H -3.85748 0.96410 -0.15137
H -2.34163 -1.17080 -0.10798
H 0.01205 -0.80584 -0.27595
C 2.50845 -3.34619 0.85065
C 2.61144 -3.70737 -0.61604
H 3.36695 -2.79645 1.24583
H 1.71052 -2.61872 0.90834
H 2.32282 -4.18448 1.51002
H 3.10119 -4.65995 -0.87138
H 1.67459 -3.96085 -1.18033
H 2.96605 -2.93309 -1.29629

---

4:
23
Properties=species:S:1:pos:R:3 method="wB97M-V/def2-TZVPD" e_homo_ev=-9.13 lumo_energy_ev=1.0 smiles=Cc1ccccc1.CC
C 2.10411 0.35885 -1.52063
C 1.23213 0.89892 -0.48665
C -0.04434 1.23161 -0.83009
C -0.87001 1.94910 0.06873
C -0.57309 1.98901 1.35041
C 0.70996 1.61987 1.73437
C 1.56990 1.12857 0.78953
H 2.00843 0.59856 -2.59323
H 2.09799 -0.73064 -1.57294
H 3.09559 0.72479 -1.25810
H -0.23900 1.24665 -1.84998
H -1.82580 2.35035 -0.29617
H -1.26609 2.45692 2.12925
H 1.08407 1.99620 2.65852
H 2.62083 0.83794 1.13566
C -1.89549 -1.97333 0.63984
C -1.07152 -2.69399 -0.47622
H -2.88453 -1.67257 0.26397
H -1.86270 -2.43408 1.68166
H -1.44529 -0.99136 0.92969
H -0.85227 -2.24251 -1.46277
H -1.61176 -3.59623 -0.84381
H -0.08111 -3.05262 -0.19106

---

Energies relative to the minimum, kcal/mol: 1 0.0; 2 20.7; 3 14.3; 4 16.2

---

1:
23
Properties=species:S:1:pos:R:3 method="wB97M-V/def2-TZVPD" e_homo_ev=-9.11 lumo_energy_ev=1.0 smiles=Cc1ccccc1.CC
C -0.37536 -2.52093 2.34839
C 0.26528 -1.69451 1.26259
C 0.22210 -0.30917 1.31308
C 0.92915 0.42549 0.36504
C 1.65877 -0.17101 -0.64391
C 1.70013 -1.54766 -0.69580
C 1.00156 -2.29574 0.24359
H -0.16165 -3.58340 2.22828
H -1.46094 -2.40646 2.33041
H 0.02842 -2.21168 3.31350
H -0.24933 0.18690 2.14721
H 0.90336 1.49756 0.49168
H 2.28062 0.45822 -1.27205
H 2.31192 -2.11300 -1.39903
H 1.05909 -3.37303 0.26706
C -0.74240 3.04049 -1.41525
C -1.73819 1.88181 -1.61364
H -0.83163 3.48079 -0.43211
H 0.25526 2.66839 -1.62710
H -1.02103 3.76197 -2.18945
H -2.76522 2.19255 -1.42103
H -1.55428 1.05325 -0.94051
H -1.71563 1.57917 -2.66096

---

2:
23
Properties=species:S:1:pos:R:3 method="wB97M-V/def2-TZVPD" e_homo_ev=-8.99 lumo_energy_ev=1.0 smiles=Cc1ccccc1.CC
C -0.97886 -1.64199 1.25556
C -1.03613 -0.13004 1.23824
C -0.01710 0.51299 1.99062
C 0.09469 1.87034 1.98350
C -0.78455 2.64835 1.21520
C -1.67643 1.99952 0.38351
C -1.83915 0.60783 0.39497
H -1.62323 -2.13308 0.49027
H -1.17047 -1.96133 2.27652
H -0.00030 -1.98762 0.89859
H 0.60790 -0.13504 2.63347
H 0.82188 2.53545 2.47838
H -0.75410 3.71144 1.36203
H -2.34476 2.65685 -0.17169
H -2.67084 0.18658 -0.16379
C 2.40787 -1.27804 -2.61714
C 1.14192 -0.86602 -1.91504
H 2.15947 -1.14227 -3.71990
H 3.29367 -0.84209 -2.17044
H 2.65886 -2.33953 -2.50903
H 0.62902 0.13733 -1.87313
H 0.19529 -1.05513 -2.48731
H 0.88531 -1.35450 -0.97339

---

3:
23
Properties=species:S:1:pos:R:3 method="wB97M-V/def2-TZVPD" e_homo_ev=-9.05 lumo_energy_ev=1.0 smiles=Cc1ccccc1.CC
C 1.18677 -0.65157 -2.03390
C 1.16056 0.46383 -1.03047
C 2.27445 0.72074 -0.22943
C 2.27396 1.78849 0.66177
C 1.15998 2.59570 0.80569
C 0.04838 2.37270 0.00519
C 0.05102 1.27853 -0.85074
H 1.36250 -0.21348 -3.02456
H 0.21781 -1.12998 -2.15441
H 1.96183 -1.39190 -1.83163
H 3.13178 0.06681 -0.26211
H 3.17855 1.93394 1.22902
H 1.16180 3.36784 1.57388
H -0.79064 3.06198 0.04098
H -0.72159 1.21462 -1.60457
C -1.73565 -1.84994 1.68978
C -2.64173 -2.07389 0.47203
H -0.94512 -1.13906 1.45641
H -2.29744 -1.24906 2.40206
H -1.37404 -2.73215 2.19637
H -2.58686 -3.11434 0.13947
H -3.69325 -1.89571 0.70477
H -2.38305 -1.42411 -0.35559

---

4:
23
Properties=species:S:1:pos:R:3 method="wB97M-V/def2-TZVPD" e_homo_ev=-8.90 lumo_energy_ev=1.0 smiles=Cc1ccccc1.CC
C -2.05594 -0.86858 -1.64281
C -1.44705 -0.20248 -0.43390
C -0.66950 1.00309 -0.68525
C -0.12666 1.50027 0.49806
C -0.26998 0.97317 1.74996
C -0.92050 -0.22526 1.92603
C -1.60742 -0.79196 0.83987
H -1.15250 -1.45200 -1.98532
H -2.38379 -0.28565 -2.50302
H -3.03651 -1.27215 -1.40007
H -0.75982 1.72664 -1.46947
H 0.61377 2.22383 0.20734
H 0.31178 1.40076 2.55756
H -1.16519 -0.51853 2.93875
H -2.23700 -1.63644 1.01897
C 2.70748 -0.27184 -0.00418
C 3.05352 -0.64443 -1.41746
H 1.88695 -0.79233 0.46319
H 3.51040 -0.42562 0.62462
H 2.71136 0.83180 0.11894
H 2.95576 0.04292 -2.26844
H 2.61426 -1.65711 -1.79418
H 4.05567 -0.93927 -1.55751

---

Energies relative to the minimum, kcal/mol: 1 0.0; 2 30.6; 3 4.0; 4 43.6